Entry 1:
This record from OMol25 describes C11H14N4O3 in the gas phase in a non-equilibrium geometry. The level of theory is ωB97M-V/def2-TZVPD.

Cartesian coordinates (Å):
C1 -3.71 -3.43 -2.20
C2 -2.49 -2.81 -2.61
O1 -1.48 -3.21 -2.13
N1 -2.43 -1.73 -3.35
C3 -1.32 -0.78 -3.53
C4 -1.15 0.11 -2.29
O2 -1.42 1.31 -2.26
N2 -0.66 -0.56 -1.17
N3 -0.18 0.26 0.00
C5 1.17 0.58 0.21
O3 2.02 0.14 -0.53
C6 1.57 1.35 1.31
C7 1.40 2.79 1.21
C8 1.95 3.55 2.24
N4 2.51 3.00 3.27
C9 2.56 1.66 3.45
C10 3.02 1.10 4.72
C11 2.04 0.76 2.47
H1 -4.14 -4.02 -3.08
H2 -3.54 -4.30 -1.51
H3 -4.43 -2.69 -1.82
H4 -3.31 -1.34 -3.61
H5 -1.46 -0.04 -4.36
H6 -0.42 -1.38 -3.82
H7 -0.46 -1.55 -1.15
H8 -0.82 0.83 0.59
H9 1.11 3.26 0.25
H10 2.09 4.59 2.04
H11 3.12 1.82 5.60
H12 2.49 0.25 4.92
H13 4.07 0.76 4.54
H14 2.31 -0.26 2.60

Its total charge is 0. The gap between HOMO and LUMO comes out at 9.85 eV. The SMILES is CC(=O)NCC(=O)NNC(=O)c1ccnc(C)c1. As for the electronic energy: -23735.5063 eV. Its energy above the lowest of the compared OMol25 structures with the same formula, charge and spin is 0.0 kcal per mole.


Entry 2:
This record from OMol25 describes C11H14N4O3 in the gas phase in a non-equilibrium geometry. The level of theory is ωB97M-V/def2-TZVPD.

Cartesian coordinates (Å):
O1 -6.18 -0.19 0.42
C1 -5.61 -1.48 0.28
C2 -4.35 -1.39 -0.60
O2 -3.19 -1.07 0.12
C3 -3.10 0.27 0.56
C4 -2.62 1.22 -0.56
O3 -1.47 1.96 -0.22
C5 -0.27 1.33 -0.16
C6 -0.06 -0.03 -0.35
C7 1.22 -0.55 -0.29
C8 2.31 0.28 -0.03
C9 3.64 -0.28 0.04
N1 3.92 -1.60 -0.15
N2 5.19 -1.73 -0.02
N3 5.67 -0.53 0.24
N4 4.75 0.40 0.29
C10 2.10 1.64 0.18
C11 0.83 2.16 0.11
H1 -6.99 -0.25 0.93
H2 -6.33 -2.16 -0.20
H3 -5.33 -1.89 1.26
H4 -4.16 -2.37 -1.04
H5 -4.54 -0.66 -1.40
H6 -4.05 0.60 0.96
H7 -2.35 0.27 1.36
H8 -3.38 1.99 -0.76
H9 -2.45 0.65 -1.48
H10 -0.89 -0.70 -0.54
H11 1.38 -1.60 -0.44
H12 6.65 -0.35 0.39
H13 2.95 2.28 0.38
H14 0.65 3.21 0.26

Its total charge is 0. The gap between HOMO and LUMO comes out at 8.93 eV. The SMILES is OCCOCCOc1ccc(-c2nn[nH]n2)cc1. As for the electronic energy: -23735.0127 eV. Its energy above the lowest of the compared OMol25 structures with the same formula, charge and spin is 11.4 kcal per mole.


Entry 3:
This record from OMol25 describes a molecular structure, C11H14N6O4Pd in a non-equilibrium geometry. The level of theory is ωB97M-V/def2-TZVPD.

Cartesian coordinates (Å):
Pd1 0.16 -0.21 -0.04
O1 2.39 0.36 3.47
C1 1.96 0.09 2.37
O2 0.77 -0.27 2.05
C2 2.90 0.14 1.16
C3 4.28 0.09 1.22
C4 4.99 0.07 0.02
C5 4.31 0.07 -1.19
C6 2.93 0.12 -1.17
N1 2.27 0.18 -0.01
C7 2.01 0.03 -2.40
O3 2.47 0.31 -3.49
O4 0.83 -0.36 -2.10
H1 4.77 0.07 2.18
H2 6.07 0.03 0.03
H3 4.82 0.03 -2.14
C8 -3.32 -3.65 0.62
N2 -3.87 -2.32 0.39
C9 -5.10 -2.33 -0.40
C10 -2.95 -1.31 0.17
N3 -1.72 -1.48 -0.08
N4 -3.52 -0.05 0.31
C11 -2.93 1.20 0.19
N5 -3.82 2.22 0.36
N6 -1.68 1.35 -0.03
H4 -4.10 -4.27 1.07
H5 -2.49 -3.58 1.32
H6 -2.99 -4.14 -0.30
H7 -5.79 -3.06 0.03
H8 -4.91 -2.61 -1.44
H9 -5.60 -1.37 -0.39
H10 -1.47 -2.45 -0.24
H11 -4.44 -0.05 0.71
H12 -4.81 2.07 0.32
H13 -3.51 3.16 0.18
H14 -1.40 2.31 -0.11

Its total charge is 0. The gap between HOMO and LUMO (spin up / spin down) comes out at 8.11 / 8.03 eV. As for the electronic energy: -32244.9576 eV. Its energy above the lowest of the compared OMol25 structures with the same formula, charge and spin is 23.7 kcal per mole.


Entry 4:
This record from OMol25 describes 2 unconnected molecules or ions with the total composition C11H14NP in a non-equilibrium geometry. The level of theory is ωB97M-V/def2-TZVPD.

Cartesian coordinates (Å):
C1 -3.54 -2.52 -1.76
C2 -3.30 -1.25 -1.54
C3 -1.98 -0.92 -0.95
C4 -1.88 0.22 -0.29
C5 -0.59 0.76 0.09
C6 0.62 -0.07 -0.31
N1 1.73 0.58 -0.27
P1 3.11 -0.41 -0.48
C7 0.37 -1.25 -1.10
C8 -0.83 -1.78 -1.34
H1 -4.20 -2.98 -2.48
H2 -2.98 -3.16 -1.09
H3 -3.93 -0.47 -1.93
H4 -2.79 0.75 0.09
H5 -0.28 1.82 -0.36
H6 -0.39 1.04 1.16
H7 2.97 -0.64 -1.85
H8 3.81 0.80 -0.61
H9 1.30 -1.76 -1.23
H10 -1.11 -2.66 -1.95
C9 0.86 2.36 3.14
C10 2.02 1.91 2.57
C11 3.10 1.67 2.02
H11 0.82 2.78 4.11
H12 -0.17 2.09 2.76
H13 3.68 2.46 1.50
H14 3.60 0.63 2.10

Its total charge is 0. The gap between HOMO and LUMO comes out at 7.89 eV. The SMILES is C=CC1=CC/C(=N/P)C=C1.C=C=C. As for the electronic energy: -22406.5315 eV. Its energy above the lowest of the compared OMol25 structures with the same formula, charge and spin is 129.4 kcal per mole.


Entry 5:
This record from OMol25 describes a molecular structure, C11H14NS in a non-equilibrium geometry. The level of theory is ωB97M-V/def2-TZVPD.

Cartesian coordinates (Å):
C1 2.55 -1.15 -2.72
S1 0.73 -0.98 -2.28
C2 0.56 -2.68 -1.67
C3 0.77 -0.18 -0.62
C4 1.36 1.15 -0.73
N1 1.88 2.25 -0.72
H1 2.90 -0.18 -3.11
H2 3.10 -1.41 -1.80
H3 2.69 -1.95 -3.49
H4 -0.43 -2.79 -1.17
H5 0.63 -3.39 -2.52
H6 1.36 -2.93 -0.95
H7 1.48 -0.82 -0.05
C5 -0.60 -0.23 0.84
C6 -1.58 0.45 0.08
C7 -2.47 1.45 0.47
C8 -2.44 2.32 1.58
C9 -1.62 2.21 2.70
C10 -0.68 1.20 2.95
C11 -0.17 0.20 2.13
H8 -0.52 -1.35 0.67
H9 -1.71 0.09 -0.95
H10 -3.30 1.66 -0.22
H11 -3.14 3.17 1.58
H12 -1.73 3.01 3.46
H13 -0.28 1.24 3.98
H14 0.66 -0.37 2.56

Its total charge is +1. The gap between HOMO and LUMO comes out at 7.26 eV. As for the electronic energy: -23948.0568 eV. Its energy above the lowest of the compared OMol25 structures with the same formula, charge and spin is 84.0 kcal per mole.


Entry 6:
This record from OMol25 describes C11H14OSe in the gas phase in a non-equilibrium geometry. The level of theory is ωB97M-V/def2-TZVPD.

Cartesian coordinates (Å):
C1 -3.63 1.01 -0.52
C2 -2.39 0.99 0.26
C3 -2.20 2.36 0.97
C4 -1.19 0.78 -0.63
C5 0.00 0.26 -0.25
O1 1.14 0.39 -1.03
C6 2.22 -0.50 -1.11
C7 1.62 -1.90 -1.15
C8 1.77 -2.78 -0.16
C9 2.53 -2.42 0.98
C10 3.14 -1.20 1.04
C11 3.22 -0.29 0.02
Se1 4.29 1.14 0.16
H1 -3.60 1.68 -1.33
H2 -4.42 1.40 0.13
H3 -4.09 0.00 -0.77
H4 -2.48 0.27 1.09
H5 -3.00 2.54 1.74
H6 -1.93 3.28 0.37
H7 -1.19 2.23 1.55
H8 -1.35 1.30 -1.63
H9 0.17 -0.24 0.72
H10 2.68 -0.43 -2.14
H11 1.09 -2.17 -1.99
H12 1.23 -3.70 -0.15
H13 2.59 -2.94 1.98
H14 3.77 -1.05 1.87

Its total charge is 0. The gap between HOMO and LUMO (spin up / spin down) comes out at 6.83 / 6.81 eV. The SMILES is CC(C)/C=C/O[C@@H]1C=CC=CC1=[Se]. As for the electronic energy: -79023.8527 eV. Its energy above the lowest of the compared OMol25 structures with the same formula, charge and spin is 86.1 kcal per mole.


Entry 7:
This record from OMol25 describes a molecular structure, C11H14OSi in a non-equilibrium geometry. The level of theory is ωB97M-V/def2-TZVPD.

Cartesian coordinates (Å):
C1 -4.58 -0.21 -0.18
C2 -4.28 0.99 0.36
C3 -3.62 -1.13 -0.71
C4 -2.88 1.39 0.46
C5 -2.34 -0.72 -0.52
C6 -1.95 0.49 0.03
C7 -0.92 -1.19 -0.47
C8 -0.52 0.01 -0.07
C9 2.60 -1.19 -1.16
C10 2.67 -0.64 1.75
C11 3.33 1.85 -0.15
O1 0.81 0.88 0.07
Si1 2.23 0.21 0.11
H1 -5.59 -0.56 -0.10
H2 -4.95 1.60 0.94
H3 -3.95 -1.94 -1.18
H4 -2.56 2.40 0.62
H5 -0.47 -2.16 -0.85
H6 2.20 -1.07 -2.26
H7 3.65 -1.16 -1.15
H8 2.41 -2.25 -0.99
H9 3.56 -1.39 1.88
H10 2.75 0.28 2.40
H11 1.65 -1.09 1.95
H12 3.07 2.47 -1.02
H13 3.38 2.48 0.73
H14 4.32 1.64 -0.50

Its total charge is 0. The gap between HOMO and LUMO comes out at 8.45 eV. As for the electronic energy: -21555.9864 eV. Its energy above the lowest of the compared OMol25 structures with the same formula, charge and spin is 66.1 kcal per mole.


Entry 8:
This record from OMol25 describes C11H15B in the gas phase in a non-equilibrium geometry. The level of theory is ωB97M-V/def2-TZVPD.

Cartesian coordinates (Å):
B1 0.73 -1.01 -0.44
C1 -0.04 -1.23 0.92
C2 0.18 -0.72 2.20
C3 -0.75 -0.86 3.19
C4 -1.89 -1.63 2.98
C5 -2.17 -2.14 1.72
C6 -1.28 -1.90 0.69
C7 1.33 0.41 -0.73
C8 1.77 0.67 -2.18
C9 0.41 1.07 -2.77
C10 -0.10 2.09 -1.69
C11 0.52 1.70 -0.36
H1 1.32 -1.99 -0.97
H2 1.09 -0.18 2.47
H3 -0.62 -0.16 4.15
H4 -2.67 -1.71 3.78
H5 -3.10 -2.67 1.42
H6 -1.51 -2.34 -0.32
H7 2.07 0.31 0.12
H8 2.04 -0.20 -2.69
H9 2.43 1.54 -2.07
H10 -0.19 0.19 -2.57
H11 0.29 1.47 -3.80
H12 0.38 3.08 -1.92
H13 -1.18 2.14 -1.63
H14 1.14 2.59 0.01
H15 -0.21 1.45 0.48

Its total charge is 0. The gap between HOMO and LUMO comes out at 9.50 eV. The SMILES is B(c1ccccc1)C1CCCC1. As for the electronic energy: -12324.8759 eV. Its energy above the lowest of the compared OMol25 structures with the same formula, charge and spin is 25.2 kcal per mole.


Entry 9:
This record from OMol25 describes 2 unconnected molecules or ions with the total composition C11H15B3BrFO3. The level of theory is ωB97M-V/def2-TZVPD.

Cartesian coordinates (Å):
C1 0.88 0.23 -0.67
C2 0.29 -0.48 0.29
B1 -0.65 -1.68 0.04
O1 -0.22 -2.90 -0.46
B2 -1.19 -3.67 -1.07
Br1 -0.92 -5.55 -1.25
O2 -2.36 -3.07 -1.46
B3 -2.91 -2.27 -0.46
C3 -4.45 -2.22 -0.19
C4 -5.13 -1.02 -0.86
C5 -6.54 -0.75 -0.35
F1 -5.19 -1.29 -2.23
O3 -2.01 -1.55 0.31
H1 1.44 1.13 -0.42
H2 0.83 -0.04 -1.72
H3 0.43 -0.15 1.32
H4 -4.91 -3.13 -0.58
H5 -4.62 -2.15 0.89
H6 -4.51 -0.12 -0.74
H7 -6.75 0.32 -0.29
H8 -6.70 -1.18 0.64
H9 -7.26 -1.21 -1.03
C6 5.18 3.56 -0.25
C7 5.99 3.87 0.83
C8 6.02 3.03 1.94
C9 5.23 1.89 1.97
C10 4.41 1.59 0.89
C11 4.39 2.42 -0.22
H10 5.16 4.21 -1.12
H11 6.61 4.76 0.80
H12 6.66 3.27 2.78
H13 5.25 1.24 2.83
H14 3.79 0.70 0.91
H15 3.75 2.18 -1.06

Its total charge is 0. The gap between HOMO and LUMO comes out at 9.90 eV. The SMILES is C=CB1OB(Br)OB(C[C@H](C)F)O1.c1ccccc1. As for the electronic energy: -92590.0295 eV.


Entry 10:
This record from OMol25 describes a molecular structure, C11H15BMgN6O2 in a non-equilibrium geometry. The level of theory is ωB97M-V/def2-TZVPD.

Cartesian coordinates (Å):
H1 -0.64 -2.37 2.52
N1 0.41 -1.23 1.08
B1 2.04 -0.31 -0.64
N2 1.66 -1.30 0.51
C1 2.33 -2.30 1.08
Mg1 -1.04 0.01 0.51
H2 3.33 -2.53 0.79
C2 1.50 -2.92 2.03
H3 1.69 -3.75 2.67
C3 0.29 -2.21 1.99
H4 3.14 -0.49 -1.05
C4 -2.62 1.92 0.29
H5 -3.68 1.94 0.56
H6 -2.52 1.39 -0.67
H7 -2.23 2.94 0.19
N3 1.83 1.10 -0.01
N4 0.94 -0.43 -1.72
N5 0.60 1.42 0.53
N6 -0.39 -0.30 -1.36
C5 2.65 2.15 0.12
C6 1.01 -0.67 -3.03
H8 3.65 2.11 -0.24
H9 1.96 -0.80 -3.51
C7 1.95 3.18 0.76
C8 -0.28 -0.71 -3.55
C9 0.66 2.68 0.99
C10 -1.13 -0.48 -2.47
H10 2.28 4.16 1.03
H11 -0.63 -0.89 -4.56
H12 -0.19 3.16 1.43
H13 -2.21 -0.45 -2.41
H14 -2.15 1.40 1.15
O1 -4.48 -2.21 1.30
C11 -3.57 -1.37 1.26
O2 -2.48 -1.39 0.58
H15 -3.68 -0.41 1.87

Its total charge is 0. The gap between HOMO and LUMO comes out at 9.06 eV. As for the electronic energy: -30811.5111 eV. Its energy above the lowest of the compared OMol25 structures with the same formula, charge and spin is 0.0 kcal per mole.


Entry 11:
This record from OMol25 describes a molecular structure, C11H15BNOPdS3. The level of theory is ωB97M-V/def2-TZVPD.

Cartesian coordinates (Å):
Pd1 -0.16 1.85 0.84
S1 -0.94 1.04 2.94
C1 0.44 0.25 3.58
C2 0.34 -0.31 4.85
C3 1.42 -0.97 5.44
C4 2.61 -1.08 4.76
C5 2.74 -0.53 3.48
C6 1.67 0.14 2.88
S2 1.94 0.81 1.32
H1 -0.60 -0.22 5.39
H2 1.31 -1.39 6.43
H3 3.46 -1.59 5.20
H4 3.68 -0.61 2.94
B1 1.45 2.19 -3.27
C7 0.88 2.63 -1.88
N1 0.40 2.89 -0.85
H5 0.58 2.37 -4.08
H6 1.69 1.00 -3.12
H7 2.45 2.82 -3.48
O1 -1.14 0.19 -0.08
S3 -0.53 -0.30 -1.43
C8 -1.35 -1.91 -1.66
C9 -2.14 -1.82 -2.96
C10 -2.68 -0.39 -3.03
C11 -1.48 0.50 -2.75
H8 -2.00 -1.99 -0.79
H9 -0.60 -2.69 -1.63
H10 -2.93 -2.57 -2.97
H11 -1.49 -2.02 -3.81
H12 -3.45 -0.23 -2.27
H13 -3.10 -0.16 -4.00
H14 -1.70 1.51 -2.41
H15 -0.79 0.58 -3.59

The spin multiplicity is 5. Its total charge is +1. The gap between HOMO and LUMO (spin up / spin down) comes out at 8.72 / 4.92 eV. As for the electronic energy: -51839.8593 eV.


Entry 12:
This record from OMol25 describes a molecular structure, C11H15ClF3NO4Si2. The level of theory is ωB97M-V/def2-TZVPD.

Cartesian coordinates (Å):
O1 -5.40 -2.95 0.97
C1 -5.25 -2.63 -0.16
Cl1 -5.67 -0.98 -0.69
C2 -4.79 -3.50 -1.30
Si1 -3.40 -4.71 -0.86
O2 -1.95 -4.00 -1.17
Si2 -1.08 -3.07 -0.10
C3 -0.80 -1.39 -0.86
C4 -1.79 -0.74 -1.61
C5 -1.55 0.52 -2.12
C6 -0.31 1.11 -1.89
C7 0.61 0.40 -1.13
N1 0.39 -0.81 -0.63
H1 -5.66 -4.09 -1.60
H2 -4.51 -2.89 -2.15
H3 -3.56 -5.88 -1.75
H4 -3.48 -5.12 0.56
H5 0.21 -3.73 0.17
H6 -1.86 -2.94 1.15
H7 -2.75 -1.22 -1.78
H8 -2.30 1.04 -2.70
H9 -0.07 2.09 -2.27
H10 1.59 0.83 -0.92
C8 3.36 2.37 3.50
C9 4.53 3.07 2.85
O3 4.46 2.98 1.41
C10 3.69 3.86 0.81
O4 3.07 4.75 1.30
C11 3.74 3.64 -0.72
F1 3.62 2.34 -1.02
F2 4.90 4.08 -1.21
F3 2.74 4.29 -1.31
H11 3.31 1.33 3.17
H12 3.47 2.39 4.58
H13 2.42 2.86 3.24
H14 5.48 2.59 3.10
H15 4.58 4.12 3.13

Its total charge is 0. The gap between HOMO and LUMO comes out at 10.29 eV. As for the electronic energy: -57763.1538 eV.